54
Properties=species:S:1:pos:R:3:nbo_charge:R:1 method="wB97M-V/def2-TZVPD" e_above_lowest_ev=19.158 smiles="Cc1cccc(NS(=O)(=O)c2cc(C(=O)NCCC3=CCCCC3)ccc2Cl)c1" mol_weight_da=432.97 e_tot_ha=-2046.25742 lumo_energy_ev=-0.9
C 2.22755 -3.16321 -5.48665 -0.6044
C 2.21669 -2.18352 -4.27204 0.0865
C 3.61848 -1.95272 -3.89360 -0.2676
C 3.62562 -1.13200 -2.78622 -0.1331
C 2.27352 -0.44534 -2.33895 -0.2299
C 1.20646 -0.65342 -2.85320 0.0583
N 0.21621 -0.17228 -2.35489 -0.7705
S -1.18864 -1.11139 -1.88612 2.2619
O -1.81276 -1.74421 -2.99228 -0.8454
O -2.03482 -0.02491 -1.22540 -0.9566
C -0.51769 -1.88869 -0.52111 -0.4211
C -0.26008 -1.08450 0.61542 -0.1767
C 0.22560 -1.50479 1.72715 -0.1210
C 0.54026 -0.88435 3.08724 0.7031
O 1.15511 -1.27947 3.96207 -0.5290
N -0.73267 -0.07820 3.43956 -0.6675
C -0.66272 0.79094 4.53998 -0.2448
C -0.24207 2.16487 3.93285 -0.4137
C -1.15328 2.59410 2.60639 0.0536
C -0.55341 2.52431 1.46241 -0.2181
C -1.38446 2.96132 0.07106 -0.4319
C -2.53355 3.81633 0.42641 -0.3885
C -3.19528 3.10453 1.83117 -0.3606
C -2.57137 3.13643 2.94220 -0.4691
C 0.95404 -2.83583 1.62861 -0.1257
C 0.81649 -3.63887 0.65346 -0.2784
C 0.34144 -3.05065 -0.59709 0.0960
Cl 0.11958 -4.00919 -2.11299 0.0211
C 1.12122 -1.55539 -3.76443 -0.2920
H 2.74127 -2.93241 -6.31699 0.2135
H 1.01717 -3.31886 -5.67417 0.1869
H 2.57025 -4.07381 -5.23321 0.2051
H 4.27737 -2.70004 -4.08071 0.2081
H 4.49350 -1.12709 -2.22245 0.1975
H 2.51668 0.23828 -1.41166 0.2045
H 0.39437 0.65772 -1.86566 0.4128
H -0.92161 -0.26104 0.78019 0.2526
H -1.49516 0.13175 2.54589 0.4111
H -1.57705 0.99470 4.75755 0.1928
H 0.05222 0.63334 5.16900 0.2223
H 0.78277 2.32441 3.57178 0.2068
H -0.41230 3.19141 4.64530 0.1851
H 0.32940 2.23835 1.33844 0.1689
H -0.66276 3.49630 -0.64602 0.2026
H -1.67470 1.86107 -0.37751 0.2423
H -2.88658 3.87161 -0.43809 0.2020
H -2.13619 4.77977 0.66099 0.1852
H -3.39621 2.06566 1.41935 0.2160
H -4.13017 3.93156 1.85807 0.1976
H -2.65821 2.76976 3.73325 0.2035
H -2.27522 4.21392 3.29051 0.1992
H 1.50544 -3.33223 2.62426 0.2551
H 1.56005 -4.60235 0.39129 0.2498
H 0.17020 -1.75171 -4.36043 0.2434